This record from the Open Molecules 2025 dataset describes 14 unconnected molecules or ions with the total composition C78H170N14O20 at a distorted geometry. The level of theory is ωB97M-V/def2-TZVPD.

Geometry (Å):
C (4.083142, 3.808495, 2.921396)
C (3.419084, 5.214712, 2.653229)
C (3.462370, 5.988509, 3.972661)
C (3.310073, 7.498827, 3.834421)
C (4.302037, 8.028526, 2.914819)
C (4.228198, 7.408034, 1.459948)
N (4.302696, 5.913571, 1.712229)
O (4.080765, 5.420785, 0.415239)
C (3.015393, 7.941922, 0.713078)
C (5.496508, 7.749218, 0.631244)
C (2.000212, 4.913130, 2.218698)
H (4.561897, 3.429718, 2.027381)
H (3.301641, 3.073880, 3.299860)
H (4.912967, 3.922013, 3.654486)
H (2.686872, 5.555520, 4.572238)
H (4.419846, 5.790724, 4.447572)
H (3.503670, 8.046395, 4.789865)
H (2.281257, 7.761417, 3.592117)
H (5.302671, 7.847384, 3.304873)
H (4.162062, 9.081127, 2.853502)
H (2.066569, 7.713227, 1.138219)
H (3.071107, 9.073980, 0.695216)
H (3.050949, 7.482277, -0.315319)
H (6.248175, 7.143565, 1.139069)
H (5.339637, 7.235836, -0.282293)
H (5.711168, 8.849869, 0.550106)
H (1.506939, 4.250909, 2.894465)
H (2.047924, 4.382836, 1.235448)
H (1.382580, 5.756670, 2.178714)
H (4.784175, 4.810626, 0.228050)
C (-3.576105, -4.611758, 4.295984)
C (-4.108649, -4.325508, 2.902790)
C (-3.266634, -3.324856, 2.133166)
C (-3.719198, -3.234199, 0.685108)
C (-3.665688, -4.591908, 0.018561)
C (-4.517425, -5.612313, 0.779529)
N (-4.020759, -5.614104, 2.156168)
O (-4.940274, -6.588422, 2.845404)
C (-5.991543, -5.302333, 0.570421)
C (-4.268381, -7.074753, 0.244225)
C (-5.521900, -3.782368, 3.153286)
H (-4.417961, -5.119077, 4.848858)
H (-3.387259, -3.643463, 4.699479)
H (-2.608931, -5.144969, 4.288940)
H (-3.452069, -2.351620, 2.630367)
H (-2.200459, -3.626196, 2.155458)
H (-3.073014, -2.602976, 0.059868)
H (-4.774278, -2.791901, 0.615259)
H (-2.578588, -4.907338, 0.066566)
H (-3.976143, -4.581689, -1.043270)
H (-6.542198, -5.985625, 1.170912)
H (-6.191926, -4.297484, 0.843211)
H (-6.223803, -5.460509, -0.488639)
H (-5.063968, -7.746174, 0.772367)
H (-4.359196, -7.024949, -0.855893)
H (-3.244552, -7.472380, 0.491392)
H (-5.525990, -3.181489, 4.054995)
H (-6.172414, -4.713432, 3.387013)
H (-5.986889, -3.124593, 2.377697)
H (-4.286758, -6.872984, 3.549900)
C (0.818749, -2.574265, 0.246280)
C (1.592899, -1.372719, 0.644621)
C (2.247762, -0.693983, -0.575611)
C (1.315275, 0.189282, -1.379380)
C (0.613265, 1.217861, -0.539669)
C (-0.110978, 0.528979, 0.641423)
N (0.806449, -0.371197, 1.378602)
O (0.092864, -1.011317, 2.441139)
C (-0.591290, 1.638993, 1.692410)
C (-1.390124, -0.190730, -0.028902)
C (2.705671, -1.775828, 1.565273)
H (0.446626, -3.054666, 1.133602)
H (1.403189, -3.260939, -0.359557)
H (0.000893, -2.458321, -0.449021)
H (3.073972, -0.090174, -0.290692)
H (2.561657, -1.499037, -1.247746)
H (0.562375, -0.447047, -1.884554)
H (1.825363, 0.736586, -2.182330)
H (-0.138829, 1.709220, -1.175405)
H (1.231731, 2.007394, -0.183044)
H (-1.366376, 1.218416, 2.277019)
H (0.284005, 2.130710, 2.126426)
H (-1.118143, 2.385058, 1.096854)
H (-2.263826, 0.362219, -0.314151)
H (-1.058677, -0.699204, -0.893666)
H (-1.818247, -0.939996, 0.763054)
H (2.383073, -2.306950, 2.438460)
H (3.280444, -0.904375, 1.995210)
H (3.285532, -2.523901, 1.041084)
H (0.291128, -0.551845, 3.275530)
C (3.068116, -2.660941, -6.452047)
C (2.196335, -2.618157, -5.173494)
C (0.787499, -1.989950, -5.426882)
C (-0.081723, -2.872599, -6.329902)
C (-0.273941, -4.220680, -5.632835)
C (1.024158, -4.930308, -5.275033)
N (1.877743, -3.988351, -4.529983)
O (3.085217, -4.711989, -4.308810)
C (0.617957, -6.068609, -4.290425)
C (1.583170, -5.686326, -6.509635)
C (2.840518, -1.720384, -4.128563)
H (2.675815, -3.101075, -7.390545)
H (3.947659, -3.173745, -6.226967)
H (3.353589, -1.696708, -6.697759)
H (0.272211, -1.827461, -4.465668)
H (0.956844, -0.996959, -5.885135)
H (0.403834, -2.981615, -7.323577)
H (-1.057934, -2.277660, -6.469721)
H (-0.815434, -4.990677, -6.239789)
H (-0.826180, -4.178308, -4.717891)
H (0.662405, -5.735344, -3.244829)
H (-0.393295, -6.485061, -4.524584)
H (1.295780, -6.923403, -4.151301)
H (0.949674, -6.515369, -6.824770)
H (1.842189, -4.998923, -7.303614)
H (2.519915, -6.100522, -6.152632)
H (3.857447, -1.958911, -3.818176)
H (2.206858, -1.721269, -3.233337)
H (2.890544, -0.711383, -4.591097)
H (3.283488, -5.148543, -5.154411)
C (-2.837833, 7.305896, -2.154971)
C (-3.165605, 6.022931, -1.346182)
C (-3.704969, 6.468308, 0.079302)
C (-5.172123, 7.096131, 0.026332)
C (-6.049550, 6.046415, -0.504290)
C (-5.596950, 5.575578, -1.907361)
N (-4.202626, 5.118838, -1.759868)
O (-3.783380, 4.596580, -3.057374)
C (-6.480831, 4.257626, -2.179716)
C (-5.753605, 6.443353, -3.078252)
C (-1.864713, 5.185965, -1.185416)
H (-3.528653, 8.159247, -1.921045)
H (-2.995208, 7.112119, -3.233377)
H (-1.792600, 7.662027, -1.952163)
H (-3.707141, 5.486433, 0.616022)
H (-3.002826, 7.132268, 0.604475)
H (-5.242442, 8.058662, -0.432950)
H (-5.516020, 7.231814, 1.073168)
H (-7.073318, 6.299573, -0.621245)
H (-6.022244, 5.196796, 0.113561)
H (-6.115508, 3.702440, -3.041615)
H (-6.557947, 3.813025, -1.172431)
H (-7.533453, 4.618539, -2.360979)
H (-5.592373, 5.908912, -4.015931)
H (-6.783121, 6.802537, -3.098256)
H (-5.065870, 7.243863, -3.050481)
H (-1.133004, 5.825494, -0.618285)
H (-1.493488, 4.752582, -2.128182)
H (-2.111806, 4.397006, -0.459060)
H (-3.745578, 3.638574, -2.913462)
C (0.044796, -8.181909, 1.140261)
C (0.276868, -7.124757, 2.252411)
C (-0.613009, -7.577007, 3.446975)
C (-0.239426, -6.714973, 4.619259)
C (1.191613, -6.878986, 5.014265)
C (2.194053, -6.553472, 3.889798)
N (1.668780, -7.345186, 2.724381)
O (2.482595, -6.968503, 1.495933)
C (2.272074, -5.047556, 3.669082)
C (3.553852, -7.133547, 4.298579)
C (-0.117450, -5.726409, 1.692554)
H (0.380648, -9.211254, 1.469210)
H (0.503905, -8.017615, 0.189321)
H (-0.993413, -8.259077, 1.055968)
H (-1.637716, -7.428129, 3.063377)
H (-0.403197, -8.602362, 3.631876)
H (-0.822598, -7.045806, 5.492924)
H (-0.394482, -5.628420, 4.509364)
H (1.349028, -7.860755, 5.447406)
H (1.530665, -6.133510, 5.691365)
H (1.313409, -4.618813, 3.880176)
H (2.912887, -4.669458, 4.430893)
H (2.748580, -4.875908, 2.684799)
H (4.288989, -6.802920, 3.533346)
H (3.945457, -6.745250, 5.234359)
H (3.545040, -8.225386, 4.333226)
H (-1.227379, -5.717090, 1.677696)
H (0.246420, -5.552248, 0.692738)
H (0.175530, -4.921909, 2.371305)
H (3.343186, -7.428921, 1.672763)
C (-2.411798, 1.559026, -5.558876)
C (-1.425408, 1.895936, -6.696738)
C (-2.144512, 2.702627, -7.765819)
C (-2.459404, 4.087655, -7.261629)
C (-1.081697, 4.819118, -7.008364)
C (-0.172033, 4.020323, -6.080872)
N (-0.189229, 2.539173, -6.377709)
O (0.395704, 1.850330, -5.248535)
C (1.269247, 4.451141, -6.359990)
C (-0.511380, 4.298151, -4.588760)
C (-0.964960, 0.539733, -7.387220)
H (-3.198694, 0.843778, -5.891826)
H (-2.909559, 2.497833, -5.184705)
H (-1.905213, 1.051839, -4.759600)
H (-1.551070, 2.734606, -8.687657)
H (-3.040818, 2.152666, -8.003417)
H (-3.151189, 3.971387, -6.349880)
H (-3.068344, 4.638629, -7.983743)
H (-1.171512, 5.810836, -6.535455)
H (-0.650191, 4.960281, -7.986753)
H (1.460536, 5.478374, -6.083081)
H (1.931690, 3.728461, -5.838081)
H (1.578725, 4.508935, -7.419683)
H (-1.579245, 4.218927, -4.355187)
H (0.096587, 3.579651, -4.139657)
H (-0.171571, 5.346215, -4.384508)
H (-0.760610, -0.181678, -6.608310)
H (-0.093250, 0.607768, -7.976100)
H (-1.827979, 0.061965, -7.926581)
H (1.312354, 1.747677, -5.487264)
C (-1.129188, 0.320533, 7.525776)
C (-0.944465, 0.394377, 6.003595)
C (-1.082425, 1.816747, 5.536426)
C (0.072425, 2.671846, 5.968137)
C (1.325903, 2.030558, 5.280388)
C (1.685499, 0.592347, 5.726797)
N (0.325224, -0.125134, 5.523069)
O (0.445717, -1.444799, 5.929990)
C (2.598736, -0.081507, 4.747717)
C (2.311624, 0.498616, 7.066402)
C (-2.096811, -0.361724, 5.395480)
H (-0.327028, 0.875795, 8.036313)
H (-1.110280, -0.723281, 7.923678)
H (-2.134949, 0.636037, 7.754261)
H (-1.317117, 1.872694, 4.509818)
H (-2.002370, 2.207366, 6.008707)
H (0.141602, 2.696136, 7.043517)
H (-0.099154, 3.688182, 5.601688)
H (2.231617, 2.641337, 5.404861)
H (0.991348, 1.966076, 4.237805)
H (3.625121, 0.309247, 4.804065)
H (2.713447, -1.140312, 5.030944)
H (2.244313, -0.030927, 3.701919)
H (2.523483, -0.504664, 7.488033)
H (3.261235, 1.016766, 7.025482)
H (1.681624, 1.060816, 7.740262)
H (-2.037466, -1.419804, 5.602421)
H (-2.017496, -0.145963, 4.318522)
H (-3.067343, -0.075849, 5.871792)
H (0.836517, -1.420868, 6.812784)
C (-4.329055, 2.219358, 0.726080)
N (-4.111058, 3.058616, 1.910094)
O (-5.051325, 3.829174, 2.195517)
O (-3.114099, 2.957668, 2.554504)
H (-4.097457, 1.239671, 1.164006)
H (-3.666505, 2.427786, -0.050990)
H (-5.435256, 2.205214, 0.489779)
C (6.001526, 0.728708, -1.781209)
N (5.567606, 2.108889, -1.362730)
O (4.595871, 2.240651, -0.679066)
O (6.176127, 3.036642, -1.829099)
H (7.025413, 0.897912, -2.177574)
H (5.316382, 0.219411, -2.423801)
H (6.156540, 0.150959, -0.819973)
C (6.434606, -4.346051, 3.931682)
N (6.814750, -4.155853, 5.361333)
O (6.190568, -4.841020, 6.135525)
O (7.730539, -3.422868, 5.666027)
H (6.506396, -5.373226, 3.758826)
H (7.140530, -3.812754, 3.333097)
H (5.453043, -3.933109, 3.840330)
C (-3.824645, -0.387518, -2.389555)
N (-4.211047, 0.968147, -2.835092)
O (-5.100290, 1.052617, -3.654323)
O (-3.632060, 1.893599, -2.301709)
H (-4.171194, -1.206425, -3.069475)
H (-4.418452, -0.535220, -1.519999)
H (-2.746818, -0.446284, -2.190257)
C (3.402729, -5.065863, -0.962675)
N (4.347599, -5.375727, 0.146757)
O (4.780693, -6.502534, 0.235424)
O (4.622437, -4.463336, 0.951760)
H (3.211095, -4.035053, -1.118398)
H (2.513761, -5.595572, -0.652838)
H (3.861325, -5.579480, -1.841931)
C (2.062347, 4.772218, -1.729018)
N (2.848615, 4.410627, -2.888312)
O (3.368790, 5.268331, -3.554298)
O (2.854636, 3.230275, -3.185796)
H (2.803130, 5.043506, -0.927130)
H (1.293039, 4.064750, -1.476982)
H (1.583218, 5.759433, -1.928249)

Atomic forces in eV per Å
-0.3 0.2 0.8
0.7 -0.9 0.9
0.2 0.3 -0.1
-1.0 -0.4 2.0
1.1 -0.2 -2.6
0.3 0.6 2.4
-0.1 1.5 -0.8
-0.4 -0.8 -0.6
0.6 0.4 -1.2
-0.6 -0.1 1.7
0.8 -0.9 -1.6
-0.3 -0.3 -0.4
1.2 0.8 -0.4
-0.6 -0.2 -0.3
-0.4 -0.2 0.7
0.1 0.0 0.1
-0.3 -0.8 -0.2
-0.1 0.1 -0.4
0.2 0.0 0.0
0.1 1.1 -0.3
-0.7 -0.4 0.5
0.1 -1.3 -0.3
-0.2 0.9 0.8
0.7 0.7 0.0
0.1 0.2 -1.4
-0.2 -1.2 0.0
-0.1 -0.6 0.7
-0.3 0.5 0.6
-0.9 1.5 -0.5
0.6 -0.6 -0.1
-0.3 -0.5 -0.1
-0.3 -0.6 -0.3
0.1 0.5 0.0
-1.1 0.8 -1.0
1.0 -0.8 0.2
1.1 -1.3 -1.0
-1.6 -0.4 0.6
2.5 0.5 1.1
0.8 -0.4 -0.6
-0.6 -0.1 0.9
-1.6 -1.1 -0.1
1.3 0.4 -0.1
0.1 0.7 0.9
-0.6 -0.1 0.0
0.6 -0.3 -0.2
-0.4 0.4 0.2
-0.1 0.3 0.5
1.4 -0.5 0.1
-1.1 0.1 -0.2
0.1 0.1 0.5
-0.8 -0.4 0.4
-0.5 0.7 0.1
-0.1 0.0 0.2
1.5 1.0 -1.4
-0.2 -0.4 0.5
-0.9 0.6 -0.1
0.2 0.1 0.3
0.7 1.7 -0.6
0.5 -0.8 0.5
-1.4 0.0 -1.1
-0.6 -1.2 -0.8
0.2 1.6 0.1
-1.0 -0.3 -0.6
-0.2 0.0 -0.8
-1.2 -0.8 0.4
-1.7 1.0 0.1
-0.5 1.1 -0.1
-0.2 -0.3 -0.5
0.7 -0.8 -3.1
0.3 -1.2 3.7
1.0 0.1 0.7
-0.2 -0.4 0.2
0.6 -0.3 0.5
-0.6 0.8 0.1
1.0 0.4 0.5
0.4 0.1 0.3
0.3 0.3 0.1
0.2 -0.4 0.0
-0.1 0.0 0.3
1.0 0.5 0.4
-0.2 -0.3 1.4
-0.3 -0.4 0.5
0.1 0.2 -0.1
0.0 1.2 0.1
0.2 -0.8 -0.8
1.0 1.0 -1.5
-0.7 -0.3 0.6
-0.3 -0.8 -1.1
0.8 0.2 -0.1
0.2 0.1 -0.1
-1.9 -1.2 0.1
-1.4 -1.0 -0.1
0.7 -0.1 -0.5
-0.9 1.0 0.2
-0.3 -0.9 -1.3
-1.4 -1.1 0.3
0.9 0.4 -1.2
0.5 0.3 0.4
-0.1 -0.4 1.1
0.9 1.1 0.8
0.1 0.4 -0.1
-0.3 0.1 0.8
1.6 -1.0 0.4
0.5 2.1 -0.4
0.2 -0.1 -0.2
-0.1 -0.4 0.2
-0.4 0.0 0.5
1.2 -1.3 0.0
0.1 0.9 0.1
-0.6 0.7 0.6
-0.7 0.6 -0.2
0.8 0.4 0.2
0.1 0.1 -1.0
-0.1 0.3 0.1
-0.3 -0.1 -0.5
0.2 -0.7 -0.5
0.1 -0.4 -0.2
0.2 0.2 -0.3
-0.1 -0.4 0.5
0.3 0.3 0.4
-0.4 0.5 -0.6
0.4 1.4 1.8
-0.1 -0.3 -0.3
1.7 -0.9 2.4
0.2 0.2 -2.9
-0.4 -3.1 0.7
0.1 -1.3 -1.5
-0.2 0.2 0.2
-0.5 2.3 1.1
-1.3 0.6 -0.9
-0.4 0.7 1.4
0.6 -0.8 0.0
0.6 0.1 0.4
-0.9 -0.5 -0.3
-0.4 1.0 0.1
-0.1 -0.1 -0.3
0.2 0.5 -0.6
0.5 0.3 -0.3
-1.1 0.7 0.1
0.2 -1.1 1.0
-0.1 -0.3 0.4
0.3 -0.9 -0.9
1.0 -0.3 -0.2
0.1 -0.1 0.2
0.0 0.3 -0.1
0.4 1.1 -0.1
-0.3 -0.5 -0.9
0.0 0.4 0.5
0.1 -0.2 -0.4
-0.1 0.2 0.1
1.2 -1.1 1.5
0.5 -1.3 -0.5
0.3 2.3 -1.7
-0.9 0.3 1.6
1.1 0.0 -0.8
-1.0 -1.5 -0.3
1.3 1.1 -1.5
0.4 -0.9 1.8
0.7 -1.1 -0.4
0.5 0.4 -1.3
-0.8 -0.6 1.3
-0.1 1.2 -0.1
0.3 0.5 -0.5
-1.8 -0.1 -0.6
0.1 -0.2 0.6
0.0 -0.9 0.3
-0.1 0.4 -0.1
-0.5 -0.5 -0.4
0.3 -0.2 -0.1
-0.3 0.5 1.5
-0.4 0.6 -0.6
0.8 0.5 0.6
-0.7 0.4 0.5
-0.1 -0.3 0.3
-0.3 0.1 0.2
-0.1 0.1 0.0
0.5 0.0 -0.2
0.3 0.1 -0.2
0.0 -0.1 -0.4
-1.1 0.5 -0.4
-0.7 0.7 -0.2
-0.1 -2.3 -1.5
0.2 0.2 -0.1
-0.4 0.7 1.1
-1.8 -0.6 0.5
0.0 0.0 -0.2
0.7 1.3 0.7
-0.7 0.0 -0.3
0.7 -0.4 -0.1
-0.2 1.8 -1.8
-2.7 -0.4 1.4
0.4 0.7 -0.1
0.5 -1.1 -0.1
0.4 0.0 0.6
0.1 0.1 0.2
-0.5 -0.2 -0.1
1.3 0.6 -1.1
0.2 0.1 0.0
-0.3 -0.3 -0.3
0.4 0.0 -0.4
0.1 0.2 0.9
0.0 0.9 -0.2
-0.6 -0.8 0.2
0.3 -0.2 0.0
0.6 -0.8 1.7
-0.3 -0.9 0.1
0.2 -0.1 0.3
0.8 0.5 -0.9
0.8 0.6 0.1
0.5 -0.1 -0.2
0.9 -1.0 0.4
-0.4 0.2 1.2
-1.2 0.8 2.1
1.0 -0.5 -1.1
0.0 0.5 0.7
-2.6 -0.1 -1.8
1.2 0.2 -0.6
0.3 -1.2 0.1
0.8 -0.7 -0.9
-0.2 0.3 1.4
-0.5 -0.3 -0.3
-0.7 0.0 0.2
0.3 0.6 -0.5
-0.1 0.7 0.3
0.3 0.0 -1.5
0.2 -0.1 -0.1
0.1 0.1 0.4
0.3 0.0 0.1
-0.2 0.1 -0.3
0.7 0.0 -0.1
-0.3 0.3 -0.1
-0.2 0.2 -0.2
0.2 0.1 0.5
-0.3 0.4 -0.5
0.3 0.1 0.0
0.1 0.0 0.7
0.3 -0.4 -0.2
-0.7 -0.5 0.2
0.7 0.3 -0.7
-0.1 -0.2 0.3
-2.2 -2.0 1.8
-2.9 2.3 0.1
1.3 -0.9 -0.3
1.0 -0.2 0.4
0.1 -0.1 -0.6
0.9 0.7 -1.2
1.5 0.5 0.0
2.4 0.0 2.3
-0.2 -0.5 -1.5
-1.2 -0.4 1.2
0.9 0.6 -0.2
-1.0 -0.3 -0.2
-0.5 0.2 -0.4
-0.5 0.6 -1.1
0.6 1.6 0.7
0.4 -0.4 -0.1
-0.4 -0.1 0.6
-0.1 0.2 -0.2
-0.3 -1.5 -0.4
0.3 0.4 -0.4
-0.7 -0.1 -0.3
0.2 -1.4 -0.8
-0.3 -0.8 -0.8
0.3 0.3 0.3
0.1 0.2 0.0
0.4 1.2 0.1
-0.1 -0.1 1.2
-0.6 0.2 -0.1
0.9 -2.2 -0.7
0.6 1.7 1.4
0.0 0.3 -0.3
-0.3 -1.3 -1.2
0.3 0.9 0.1
-0.4 -0.1 -0.1
-0.7 0.6 0.5
0.2 2.8 1.3
-0.9 -0.8 -1.1
0.5 0.6 0.1
0.3 -0.6 0.0
-0.9 -0.8 -0.5
0.2 -0.6 0.0
0.3 -0.8 -0.2

Values from the calculation:
Maximum force in Eh/bohr: 0.0759
HOMO in eV: -8.41
HOMO-LUMO gap in eV: 7.99

Atomic partial charges in e from the Mulliken method, atoms 1 to 99: number 1, C, carries -1.24; number 2, C, carries 2.06; number 3, C, carries -1.35; number 4, C, carries -0.57; number 5, C, carries -1.27; number 6, C, carries 1.34; number 7, N, carries -0.36; number 8, O, carries -0.26; number 9, C, carries -1.46; number 10, C, carries -1.74; number 11, C, carries -1.62; number 12, H, carries 0.22; number 13, H, carries -0.11; number 14, H, carries 0.40; number 15, H, carries 0.24; number 16, H, carries 0.54; number 17, H, carries 0.39; number 18, H, carries 0.30; number 19, H, carries 0.32; number 20, H, carries 0.48; number 21, H, carries 0.37; number 22, H, carries 0.44; number 23, H, carries 0.20; number 24, H, carries 0.44; number 25, H, carries 0.37; number 26, H, carries 0.32; number 27, H, carries 0.31; number 28, H, carries 0.01; number 29, H, carries 0.64; number 30, H, carries 0.25; number 31, C, carries -1.95; number 32, C, carries 2.28; number 33, C, carries -0.09; number 34, C, carries 0.20; number 35, C, carries -1.01; number 36, C, carries 1.14; number 37, N, carries 0.91; number 38, O, carries -0.61; number 39, C, carries -2.08; number 40, C, carries -1.10; number 41, C, carries -1.92; number 42, H, carries 0.69; number 43, H, carries 0.41; number 44, H, carries -0.01; number 45, H, carries 0.35; number 46, H, carries -0.70; number 47, H, carries -0.15; number 48, H, carries 0.13; number 49, H, carries -0.13; number 50, H, carries 0.65; number 51, H, carries 0.46; number 52, H, carries 0.37; number 53, H, carries 0.45; number 54, H, carries 0.31; number 55, H, carries 0.44; number 56, H, carries -0.24; number 57, H, carries 0.53; number 58, H, carries 0.29; number 59, H, carries 0.26; number 60, H, carries 0.37; number 61, C, carries -0.26; number 62, C, carries 2.76; number 63, C, carries -1.06; number 64, C, carries 0.30; number 65, C, carries -0.83; number 66, C, carries 2.36; number 67, N, carries 0.47; number 68, O, carries 1.04; number 69, C, carries -0.22; number 70, C, carries -0.46; number 71, C, carries -1.79; number 72, H, carries -0.59; number 73, H, carries -0.31; number 74, H, carries 0.33; number 75, H, carries 0.68; number 76, H, carries -0.47; number 77, H, carries -0.65; number 78, H, carries 0.87; number 79, H, carries 0.04; number 80, H, carries -0.38; number 81, H, carries -0.17; number 82, H, carries -0.44; number 83, H, carries -0.31; number 84, H, carries -0.17; number 85, H, carries 0.41; number 86, H, carries -0.98; number 87, H, carries -0.07; number 88, H, carries 0.39; number 89, H, carries 0.35; number 90, H, carries -0.93; number 91, C, carries -2.40; number 92, C, carries 2.31; number 93, C, carries -0.96; number 94, C, carries -0.53; number 95, C, carries -1.79; number 96, C, carries 1.48; number 97, N, carries 0.65; number 98, O, carries -0.35; number 99, C, carries -1.75